Computed, not measured: a molecular structure, C4H13F2InNO7S2, with ωB97M-V/def2-TZVPD.

Summary:
total charge: +1
HOMO: -13.563 eV
relative energy (zero: lowest compared OMol25 entry of this formula, charge and spin): 58.24 kcal per mole
electronic energy: -52443.40298 eV

Each line ends with the Löwdin charge.
Element x y z (Å)
1 In 25.00 0.87 -0.54  1.1924
2 O 23.68 1.82 1.67  -0.1755
3 H 24.22 2.51 2.12  -0.0290
4 N 27.32 0.86 1.06  -0.3151
5 S 28.15 -0.31 1.67  0.4317
6 O 27.52 -1.16 2.65  -0.2075
7 O 29.55 -0.14 1.89  -0.1722
8 F 28.15 -1.24 0.36  -0.1768
9 S 27.69 1.95 2.32  0.5339
10 O 28.89 2.68 2.13  -0.1784
11 O 27.32 1.53 3.64  -0.2379
12 F 26.58 3.03 1.93  -0.1931
13 C 25.05 2.98 6.47  -0.0314
14 C 24.84 2.73 4.97  -0.2702
15 O 24.30 1.44 4.78  0.0789
16 H 24.24 2.67 7.13  0.0916
17 H 25.36 4.01 6.64  0.0950
18 H 25.93 2.41 6.80  0.0885
19 H 25.79 2.82 4.45  0.0898
20 H 24.15 3.51 4.63  0.0965
21 H 25.00 0.80 4.99  0.1301
22 C 21.15 5.92 2.64  -0.0630
23 C 22.21 4.90 3.04  -0.3084
24 O 21.71 4.07 4.10  -0.0260
25 H 20.26 5.44 2.24  0.0837
26 H 21.54 6.62 1.90  0.0832
27 H 20.78 6.46 3.51  0.0820
28 H 23.15 5.38 3.33  0.1124
29 H 22.46 4.24 2.20  0.0963
30 H 21.98 4.58 4.88  0.0984